Below is a structure of composition C5H6LiO4V in a non-equilibrium geometry, with properties calculated with ωB97M-V/def2-TZVPD.

Its multiplicity is 5. Its LUMO energy (alpha / beta) is -8.72 / -8.72 eV. Its frontier orbital gap (alpha / beta) is 6.21 / 7.21 eV. As for the total charge: +2. The value obtained for the HOMO energy (alpha / beta) is -14.93 / -15.93 eV. The energy above the lowest of the compared OMol25 structures with the same formula, charge and spin is 5.41 kcal per mole. The energy comes out at -39345.6943 eV. As for the expectation value of S²: 6.002.

XYZ file:
```
17
Properties=species:S:1:pos:R:3:forces:R:3:lowdin_spin:R:1
O 3.454514 0.558029 0.662010 -0.116 0.141 0.410 0.03
C 2.288821 0.646696 0.966506 0.435 0.041 -1.111 0.05
O 1.641575 0.539564 1.998416 0.074 1.018 -1.557 0.11
O 1.441019 0.833090 -0.271832 -0.007 -0.180 -0.176 0.00
C 0.185195 0.864730 -0.164968 -0.442 -1.211 1.170 0.00
C -0.737460 0.485759 -1.215361 -0.473 0.799 -0.966 0.00
Li 5.144777 0.261228 1.362971 0.165 0.068 -0.242 0.02
H -0.221279 1.031594 0.844759 0.130 0.090 -0.271 0.00
H -0.272781 0.584483 -2.202260 0.000 -0.194 0.221 0.00
H -1.522808 1.266566 -1.151969 -0.096 -0.461 -0.117 0.00
V 1.402740 -0.254442 3.656501 -0.502 -1.066 2.490 3.78
C -1.365073 -0.973762 -1.016830 1.049 -0.860 -0.684 0.00
C -2.792718 -1.016320 -0.556434 -0.360 2.212 2.308 0.00
O -3.094205 -1.411940 0.548843 0.255 -0.339 -1.273 0.00
H -0.762184 -1.620634 -0.369039 -0.056 0.306 0.101 0.00
H -3.475783 -0.321107 -1.093776 -0.182 -0.791 -0.383 0.00
H -1.314355 -1.473536 -1.997533 0.128 0.430 0.081 0.00
```
Positions in Å, forces in eV/Å.


Below is a structure of composition C8H17O5PPb in a non-equilibrium geometry, with properties calculated with ωB97M-V/def2-TZVPD.

Its multiplicity is 1. Its LUMO energy is -12.34 eV. Its frontier orbital gap is 3.97 eV. As for the total charge: +2. The value obtained for the HOMO energy is -16.31 eV. The energy comes out at -33320.2822 eV.

XYZ file:
```
32
Properties=species:S:1:pos:R:3:forces:R:3:mulliken_charge:R:1
C 3.310530 -1.372126 -0.394701 0.200 1.440 0.327 -0.71
C 2.961322 0.203793 -0.616653 -1.199 -1.045 0.939 -0.46
C 1.726249 0.500220 0.402481 0.240 0.206 -0.520 -0.02
C 1.048671 1.921414 0.132170 -0.467 0.636 0.273 -0.68
C -0.283317 2.191329 0.997881 0.357 -0.658 0.932 -0.75
C -1.437126 1.114360 0.700000 -0.093 -0.480 -0.807 0.30
C -2.663371 1.677304 -0.173438 2.720 1.194 -0.131 -0.48
O -3.819904 0.800258 -0.202174 1.229 -2.769 1.025 -0.29
C -3.438643 -0.525234 -0.449284 -0.912 1.361 -4.710 0.63
O -3.394401 -0.898744 -1.652339 0.418 0.333 4.850 -0.51
O -3.166220 -1.407300 0.634386 2.242 1.034 -1.176 -0.15
P -1.961137 -2.548420 0.246729 -2.403 -3.554 2.115 0.44
O -1.174024 -3.072067 1.679545 -0.433 2.492 -2.964 -0.46
O -0.743076 -1.879974 -0.825635 1.344 1.918 -0.479 -0.22
H 2.341869 -1.947036 -0.679834 1.124 0.319 0.149 -0.12
H 4.222895 -1.710758 -0.982211 -1.345 0.240 0.712 0.38
H 3.479061 -1.536032 0.730578 -0.227 -0.021 -1.750 0.27
H 3.835269 0.883259 -0.357361 -1.043 -0.993 -0.622 0.34
H 2.577175 0.351852 -1.694694 0.846 0.055 1.612 0.23
H 2.059567 0.462453 1.501763 -0.263 0.061 -1.640 0.29
H 1.013572 -0.395409 0.267562 0.713 1.454 0.190 -0.12
H 0.771172 2.117824 -0.959810 0.583 -0.591 1.242 0.27
H 1.811742 2.730894 0.416306 -1.073 -1.181 -0.447 0.41
H -0.663020 3.275945 0.904643 0.644 -1.749 -0.015 0.41
H 0.020142 2.028904 2.100010 -0.550 0.476 -1.628 0.27
H -1.827943 0.579483 1.630167 0.515 1.035 -1.063 0.38
H -0.939850 0.297151 0.045183 -0.723 1.072 1.005 -0.47
H -2.899855 2.722662 0.210899 -0.498 -1.696 -0.419 0.37
H -2.254962 1.812722 -1.244720 -0.904 -0.235 1.460 0.27
H -0.265084 -2.692111 1.744196 -0.606 -0.147 0.476 0.36
H -0.309901 -2.571651 -1.359043 -2.059 2.047 7.876 0.22
Pb 0.062583 -3.114951 -2.752613 1.621 -2.253 -6.811 1.62
```
Positions in Å, forces in eV/Å.


Below is a structure of composition C30H40BrFeN12OSe in a non-equilibrium geometry, with properties calculated with ωB97M-V/def2-TZVPD.

Its multiplicity is 2. Its LUMO energy (alpha / beta) is -6.24 / -6.20 eV. Its frontier orbital gap (alpha / beta) is 5.79 / 6.28 eV. As for the total charge: +2. The value obtained for the HOMO energy (alpha / beta) is -12.03 / -12.48 eV. The energy above the lowest of the compared OMol25 structures with the same formula, charge and spin is 25.92 kcal per mole. The energy comes out at -221451.3458 eV. As for the expectation value of S²: 0.799.

XYZ file:
```
86
Properties=species:S:1:pos:R:3:forces:R:3:lowdin_spin:R:1
Fe -0.075800 -0.362561 -0.060848 1.025 -1.113 -2.190 0.00
Br -4.055345 6.869133 7.232402 -0.011 0.056 0.012 0.05
C -3.636723 5.054795 7.032887 -0.023 -0.014 -0.085 0.13
C -3.052713 4.361063 8.090336 -0.020 -0.025 0.068 -0.02
C -2.744306 3.028655 7.945382 0.047 -0.048 0.031 0.11
C -2.993564 2.378147 6.720424 -0.120 -0.057 -0.366 0.02
C -3.617835 3.086806 5.665740 0.043 -0.028 0.017 0.11
C -3.930349 4.416256 5.826239 -0.004 -0.054 0.016 -0.01
N -2.631384 1.080449 6.598251 0.324 -0.003 0.665 0.45
N -2.670149 0.359179 5.553460 -0.216 0.133 -0.451 0.17
C -1.812094 0.424564 4.574764 -0.135 0.030 0.201 0.02
C -0.696675 1.345100 4.553584 -0.081 -0.089 0.004 0.01
C 0.127822 1.419914 3.496369 0.102 0.017 -0.033 -0.01
C -0.072107 0.580377 2.338337 -0.394 0.151 0.842 0.00
O 0.696894 0.610562 1.372612 0.184 0.307 0.272 -0.01
C -1.207022 -0.360066 2.334486 -0.151 -0.081 0.335 0.00
N -1.368650 -1.112978 1.218006 0.166 0.723 0.624 0.00
C -2.347761 -1.992075 1.192426 0.058 -0.106 -0.148 0.00
C -3.203913 -2.193968 2.278283 -0.032 -0.068 -0.082 0.00
C -3.048317 -1.432960 3.405282 -0.045 0.068 0.185 0.00
C -2.026484 -0.473716 3.442369 -0.005 -0.008 0.120 0.00
H -2.854534 4.868620 9.023823 0.007 0.005 -0.010 0.00
H -2.298589 2.466855 8.755384 -0.001 0.004 -0.020 0.00
H -3.865372 2.567554 4.747846 0.015 0.038 0.007 0.01
H -4.417574 4.964776 5.032000 -0.006 0.014 0.019 0.00
H -0.524635 1.968260 5.421875 -0.059 -0.020 0.026 0.00
H 0.968853 2.100749 3.484421 0.021 -0.048 -0.056 0.00
H -2.451848 -2.581502 0.289564 -0.031 -0.004 0.019 0.00
H -3.981405 -2.942346 2.217823 0.017 -0.004 -0.031 0.00
H -3.694115 -1.557140 4.264299 -0.004 0.007 -0.019 0.00
C -0.777627 -1.670059 -5.313375 -0.021 -0.028 0.033 0.00
N -1.255340 -1.694552 -3.933584 -0.011 0.024 -0.017 0.00
C -2.475594 -2.425871 -3.621033 0.026 -0.029 -0.012 0.00
C -0.566706 -1.122202 -2.916696 0.122 0.019 -0.095 0.00
N -0.881714 -1.226330 -1.670987 -0.008 0.020 0.191 0.00
N 0.556452 -0.398704 -3.308587 -0.011 0.105 0.022 0.00
C 1.265056 0.525796 -2.552716 -0.017 -0.080 -0.093 0.00
N 2.105751 1.298920 -3.284056 -0.026 -0.019 -0.015 0.00
N 1.135000 0.598368 -1.282112 0.020 -0.008 0.099 0.00
H -1.364356 -2.373370 -5.895508 -0.010 0.016 0.004 0.00
H 0.261292 -1.999417 -5.387910 -0.013 -0.021 -0.004 0.00
H -0.890274 -0.683981 -5.771083 0.008 0.013 -0.003 0.00
H -3.009257 -2.627404 -4.544335 0.008 -0.014 -0.003 0.00
H -3.135742 -1.829756 -2.987742 -0.005 0.013 -0.026 0.00
H -2.264578 -3.380196 -3.129475 -0.001 0.019 0.009 0.00
H -1.743111 -1.734128 -1.544070 -0.052 -0.047 -0.038 0.00
H 0.747956 -0.383697 -4.295595 -0.026 -0.006 0.050 0.00
H 2.155528 1.247250 -4.285297 -0.014 0.024 0.011 0.00
H 2.642821 2.018400 -2.834385 0.035 -0.031 0.008 0.00
H 1.676725 1.338877 -0.851236 0.046 0.009 -0.079 0.00
C 2.754282 -1.348223 0.377176 0.004 -0.155 0.044 0.00
C 3.804859 -2.446234 0.690092 -0.169 -0.005 -0.016 0.00
N 3.153362 -3.745753 0.787845 0.153 -0.135 0.019 0.00
C 2.207404 -3.724458 1.893089 -0.044 0.111 -0.107 0.00
C 1.150765 -2.607864 1.668042 0.167 -0.080 -0.043 0.00
N 1.381248 -1.935705 0.360008 -0.314 0.305 -0.238 0.00
C 1.340037 -2.976832 -0.701728 0.159 -0.074 0.149 0.00
C 2.451455 -4.033928 -0.456026 -0.052 0.140 0.093 0.00
H 2.930162 -0.901923 -0.598918 -0.011 -0.017 -0.006 0.00
H 2.770608 -0.552385 1.119848 -0.032 0.012 -0.011 0.00
H 4.311800 -2.242918 1.633178 0.022 -0.007 -0.001 0.00
H 4.561720 -2.492744 -0.092589 0.022 0.007 0.005 0.00
H 2.755528 -3.557281 2.819953 0.006 -0.020 0.010 0.00
H 1.727853 -4.701025 1.960643 0.005 -0.011 0.010 0.00
H 1.205149 -1.850410 2.451552 -0.008 0.015 -0.025 0.00
H 0.147560 -3.027430 1.664745 -0.026 0.018 -0.014 0.00
H 1.468837 -2.481197 -1.663114 -0.005 0.021 0.005 0.00
H 0.348407 -3.430130 -0.684462 -0.018 0.036 -0.009 0.00
H 3.177647 -4.027410 -1.269057 0.008 -0.025 -0.005 0.00
H 2.026554 -5.035837 -0.396047 0.009 -0.015 -0.004 0.00
C -2.214569 4.309996 1.340925 -0.008 0.027 -0.040 0.00
N -2.686279 4.227895 -0.033373 -0.031 0.179 0.110 0.00
C -3.265779 5.262837 -0.749811 0.052 -0.082 0.151 0.00
C -3.534734 4.787717 -1.979018 -0.007 -0.158 -0.085 0.00
N -3.115832 3.466897 -2.004013 -0.101 0.070 -0.166 0.00
C -3.207368 2.568791 -3.145049 -0.008 0.054 0.058 0.00
C -2.597478 3.132089 -0.808599 0.458 0.237 -0.151 0.00
Se -1.944129 1.482967 -0.314198 -0.950 -0.166 0.250 0.00
H -2.657723 5.185111 1.808325 -0.013 0.003 -0.012 0.00
H -1.129395 4.394752 1.367637 0.016 -0.002 -0.027 0.00
H -2.508813 3.409792 1.875345 -0.034 -0.007 -0.005 0.00
H -3.440910 6.233464 -0.320919 0.014 -0.028 0.018 0.00
H -3.992971 5.262679 -2.828321 0.014 -0.034 0.003 0.00
H -3.794388 3.052679 -3.920314 -0.005 0.015 0.009 0.00
H -3.686676 1.641611 -2.840792 -0.026 -0.005 0.018 0.00
H -2.212437 2.343249 -3.525149 0.029 0.012 0.002 0.00
```
Positions in Å, forces in eV/Å.


Below is a cluster of 6 separate species, C8H27FN9O5 in total in a non-equilibrium geometry, with properties calculated with ωB97M-V/def2-TZVPD.

Its multiplicity is 1. Its LUMO energy is 2.73 eV. Its frontier orbital gap is 9.42 eV. As for the total charge: -1. The value obtained for the HOMO energy is -6.69 eV. The energy above the lowest of the compared OMol25 structures with the same formula, charge and spin is 0.00 kcal per mole. The energy comes out at -35107.0976 eV.

XYZ file:
```
50
Properties=species:S:1:pos:R:3:forces:R:3:mulliken_charge:R:1
F -1.081805 -0.616611 -0.711494 -0.052 -0.123 0.078 -0.74
C 1.701928 0.203798 2.525877 0.241 -0.007 0.560 -1.39
C 2.177642 1.203262 1.484231 -0.421 -0.282 -0.900 0.43
C 3.687282 1.429632 1.536776 -0.319 -0.264 -0.704 -0.95
O 4.088106 2.010615 2.748603 0.567 0.084 0.177 -0.36
C 3.888004 3.402172 2.835161 0.278 0.126 -0.052 -0.68
N 1.821108 0.754436 0.119857 0.984 1.104 0.834 -0.56
H 0.716225 -0.200241 2.289308 -0.104 0.232 -0.020 0.36
H 1.678336 0.685512 3.506890 -0.033 -0.246 0.104 0.32
H 2.373499 -0.658567 2.585221 0.075 0.047 0.000 0.37
H 1.670771 2.152004 1.681759 0.055 0.098 -0.200 0.35
H 4.012225 1.975874 0.640960 -0.213 0.571 0.259 0.41
H 4.224782 0.484145 1.396339 -0.165 -0.174 0.525 0.38
H 4.457660 3.757429 3.693263 -0.243 -0.104 0.219 0.25
H 2.832536 3.662434 2.934030 -0.037 0.070 0.078 0.27
H 4.305359 3.948823 1.982050 -0.108 -0.214 -0.262 0.31
H 2.218718 -0.169561 0.043842 -0.547 -0.247 -0.504 0.18
H 0.816207 0.773516 0.009288 -0.022 -0.525 -0.148 0.30
C -2.373638 -3.769091 0.686682 0.636 -1.353 0.187 0.44
O -2.801367 -4.846998 1.114464 0.381 0.653 -0.361 -0.71
N -2.950492 -2.590059 0.993203 -0.434 0.597 0.017 -0.28
N -1.255550 -3.633132 -0.101993 -0.942 -0.297 0.382 -0.28
H -3.652527 -2.627995 1.709221 -0.057 0.249 -0.163 0.19
H -2.583369 -1.726679 0.615119 -0.072 0.048 0.246 0.22
H -0.960619 -2.695505 -0.285521 0.182 0.133 -0.349 0.28
H -0.652214 -4.421433 -0.232552 0.013 0.038 -0.074 0.21
C 1.930443 -2.127335 -1.956155 1.080 0.923 0.712 0.54
O 3.029524 -2.603499 -2.236230 -0.785 -0.307 -0.233 -0.71
N 1.419901 -2.173532 -0.682577 0.418 -0.776 0.243 -0.29
N 1.188166 -1.323360 -2.759577 -0.408 -0.035 -0.186 -0.26
H 0.516948 -1.819862 -0.429989 -0.133 0.620 -0.236 -0.04
H 2.005408 -2.525684 0.052789 0.064 -0.193 -0.187 0.16
H 1.308885 -1.307622 -3.752841 0.208 -0.001 0.031 0.18
H 0.499722 -0.732118 -2.317406 -0.249 -0.231 -0.179 0.24
C -3.129721 -0.408061 -3.445589 -1.224 0.736 -1.090 0.45
O -3.924746 -0.433621 -4.392908 0.630 -0.100 0.405 -0.72
N -2.013194 0.388396 -3.442080 0.440 -0.158 0.606 -0.26
N -3.337797 -1.054035 -2.277865 0.475 0.188 -0.007 -0.27
H -1.758761 0.965782 -4.216626 -0.279 -0.082 -0.222 0.17
H -1.483299 0.454015 -2.584039 0.107 -0.076 -0.075 0.15
H -4.158685 -1.621202 -2.203191 0.122 -0.222 0.036 0.19
H -2.527627 -1.098432 -1.662936 -0.203 -0.274 0.489 0.28
C -2.245040 2.831951 0.606793 0.471 2.150 1.818 0.48
O -2.237343 3.846571 1.321487 -0.434 -0.733 -0.660 -0.73
N -3.067863 2.646320 -0.451942 0.420 -1.291 -0.507 -0.30
N -1.362087 1.819293 0.823984 -0.301 -0.689 -0.830 -0.14
H -3.767105 3.265800 -0.801217 0.132 0.432 0.292 0.18
H -2.838122 1.825249 -0.986980 -0.527 0.040 -0.395 0.19
H -0.900712 1.725457 1.707455 -0.099 0.346 0.148 0.13
H -1.505699 0.971731 0.287035 0.436 -0.478 0.098 0.07
```
Positions in Å, forces in eV/Å.


Below is an isolated molecule of C4H4OS in a non-equilibrium geometry, with properties calculated with ωB97M-V/def2-TZVPD.

As for the SMILES: S=C1CC=CO1. Its multiplicity is 1. Its LUMO energy is 0.33 eV. Its frontier orbital gap is 9.44 eV. The value obtained for the HOMO energy is -9.11 eV. The energy above the lowest of the compared OMol25 structures with the same formula, charge and spin is 44.79 kcal per mole. The energy comes out at -17093.2030 eV.

XYZ file:
```
10
Properties=species:S:1:pos:R:3:forces:R:3:mulliken_charge:R:1
S -0.000110 1.423938 -2.318115 0.210 1.819 -4.469 -0.38
C 0.070730 0.801737 -0.942004 0.863 -1.766 5.250 0.21
C 0.904440 -0.376474 -0.305478 -0.973 0.008 -2.170 -0.13
C -0.059706 -0.731250 0.849990 1.274 -4.199 0.672 -0.32
C -0.978269 0.193634 0.891106 -1.771 0.707 2.668 -0.12
O -0.769453 1.241217 0.070968 -0.474 0.711 -1.172 -0.29
H 0.848728 -1.106371 -1.228972 0.785 0.861 2.231 0.22
H 1.962234 0.000139 -0.067385 -1.539 -0.876 -0.267 0.25
H -0.121709 -1.793628 1.461218 0.387 3.188 -1.719 0.22
H -1.856886 0.347058 1.588672 1.239 -0.454 -1.025 0.35
```
Positions in Å, forces in eV/Å.